# 1
{
  "formula": "CH3NS2",
  "method": "the ωB97M-V functional and the def2-TZVPD basis",
  "symbols": ["C", "N", "S", "S", "H", "H", "H"],
  "coordinates": [[0.70729, -0.55018, -1.08945], [-1.18824, 0.02021, 0.61739], [3.11580, 0.40707, 0.20764], [0.07865, -0.94598, 0.29949], [0.58029, 0.32943, -1.67173], [-1.67231, -0.16070, 1.43438], [-1.62148, 0.90014, 0.20229]],
  "atomic_forces_ev_per_a": [[1.7, -1.2, 1.6], [-2.1, 2.7, -0.5], [-0.5, -0.3, -0.3], [0.8, 0.8, -2.5], [-0.7, 0.5, -0.4], [-1.0, -0.8, 2.0], [1.7, -1.8, 0.0]],
  "mulliken_charge": [-0.512, -0.352, -0.109, 0.178, 0.353, 0.200, 0.243],
  "total_energy_ha": -890.80498,
  "homo_lumo_gap_ha": [0.2533, 0.2523],
  "relative_energy_kcal_mol": 140.1,
  "largest_force_ev_per_a": 3.4
}

---

# 2
{
  "formula": "C9H19N2O3",
  "method": "the ωB97M-V functional and the def2-TZVPD basis",
  "symbols": ["C", "C", "C", "C", "C", "C", "C", "C", "C", "N", "N", "O", "O", "O", "H", "H", "H", "H", "H", "H", "H", "H", "H", "H", "H", "H", "H", "H", "H", "H", "H", "H", "H"],
  "coordinates": [[1.43989, 2.70368, 0.58950], [1.47472, -1.01260, -0.98671], [-1.26699, 1.11185, 2.16310], [0.46192, -2.47627, 2.33151], [-2.27817, -1.66744, -0.58165], [0.97916, 3.33821, -0.64568], [0.76006, 2.17966, -1.64352], [-0.10313, 1.01663, -1.18093], [-0.74355, -0.88242, 0.94486], [1.61647, 1.97145, 1.46760], [0.51561, -0.05433, -0.41193], [-1.46013, 0.19538, 1.06448], [0.07895, -1.13310, 1.90708], [-1.14335, -1.87934, 0.18255], [1.05082, -1.53515, -1.83780], [2.41330, -0.40584, -1.29521], [1.95361, -1.78135, -0.29903], [-1.76211, 1.95963, 1.81556], [-0.23352, 1.15978, 2.19013], [-1.56701, 0.64133, 3.12257], [-0.28453, -2.79718, 2.97268], [1.42922, -2.47287, 2.85516], [0.59096, -3.12357, 1.48911], [-2.55675, -2.62150, -1.02988], [-2.02547, -1.04982, -1.47429], [-3.21662, -1.46212, 0.06151], [0.06028, 3.87023, -0.47693], [1.78445, 4.04275, -1.00199], [1.78030, 1.75513, -1.88597], [0.39432, 2.56396, -2.55488], [-0.41530, 0.42072, -2.12326], [-1.00048, 1.19945, -0.64886], [1.09189, 0.45450, 0.34416]],
  "atomic_forces_ev_per_a": [[-0.4, -0.6, 0.9], [2.3, 1.0, -0.6], [0.0, -2.6, 0.8], [1.5, 0.5, -1.0], [-2.8, -0.5, -1.3], [1.4, -0.1, -0.5], [2.0, -0.7, 0.8], [0.1, -2.6, -3.2], [0.8, 0.4, -1.0], [0.4, 1.0, -0.6], [2.6, 0.5, 3.7], [-1.9, -1.3, -0.4], [0.9, -0.3, 0.9], [0.6, -0.3, 1.8], [0.0, 0.0, -0.2], [-1.4, -1.1, -0.1], [-1.3, 1.1, -0.2], [-0.8, 1.5, 0.1], [1.8, 1.2, 0.6], [-0.5, 0.6, -0.7], [-1.4, -0.8, 1.2], [-0.5, 0.7, -0.2], [-0.2, -0.3, -0.6], [0.4, -0.2, 0.1], [-0.7, 0.3, 1.0], [1.7, 0.6, -1.2], [-0.3, 0.4, 0.2], [-1.0, -0.6, 0.2], [-1.0, 0.4, 0.1], [-0.6, 0.5, -1.0], [0.1, 1.4, 1.0], [-0.8, 1.0, 0.2], [-1.1, -1.2, -1.2]],
  "mulliken_charge": [0.453, -0.976, -0.693, -0.787, -0.610, -0.546, -0.935, -0.709, 1.070, -0.580, 0.111, -0.363, -0.342, -0.361, 0.365, 0.324, 0.270, 0.319, 0.387, 0.283, 0.372, 0.257, 0.366, 0.305, 0.210, 0.275, 0.343, 0.352, 0.220, 0.447, 0.386, 0.440, 0.346],
  "total_energy_ha": -689.21915,
  "homo_lumo_gap_ha": 0.4104,
  "relative_energy_kcal_mol": 17.9,
  "largest_force_ev_per_a": 4.5,
  "total_charge": 1
}

---

# 3
{
  "formula": "C7H18DyO3P",
  "method": "the ωB97M-V functional and the def2-TZVPD basis",
  "symbols": ["C", "C", "C", "C", "O", "P", "C", "C", "C", "O", "O", "H", "H", "H", "H", "H", "H", "H", "H", "H", "H", "H", "H", "H", "H", "H", "H", "H", "H", "Dy"],
  "coordinates": [[-1.85990, -2.12827, 2.22589], [-2.43402, -0.88639, 1.56005], [-1.38285, 0.13971, 1.19971], [-1.94649, 1.41273, 0.54558], [-1.71268, 1.26163, -0.88250], [-0.07861, 0.43465, -1.07971], [1.45101, -0.68335, -1.48247], [2.69356, -0.11636, -0.77416], [3.21575, 1.24140, -1.14298], [2.60701, -0.37694, 0.56455], [-0.46314, -0.42374, 0.25282], [-1.42757, -1.88179, 3.19589], [-1.09014, -2.59059, 1.60975], [-2.64466, -2.86213, 2.39602], [-3.14281, -0.39906, 2.23591], [-2.99063, -1.16443, 0.65588], [-0.83666, 0.43383, 2.09951], [-1.38343, 2.29254, 0.85161], [-3.00439, 1.58134, 0.73368], [0.58092, 1.47094, -0.38215], [0.01162, 1.20614, -2.34019], [-0.81497, -0.62871, -1.86961], [1.59745, -0.76211, -2.55911], [1.19279, -1.65907, -1.07522], [3.38007, -0.90551, -1.19833], [4.20538, 1.38788, -0.70860], [2.56466, 2.03448, -0.76776], [3.31441, 1.33915, -2.22277], [2.88130, 0.37680, 1.10319], [-2.48295, 0.85523, -2.74448]],
  "atomic_forces_ev_per_a": [[0.0, 0.0, 0.0], [-0.1, 0.0, 0.0], [-0.1, 0.1, 0.2], [0.4, 0.2, 0.0], [0.0, 0.7, 1.4], [0.0, -0.1, 0.1], [0.2, -0.4, -0.2], [0.0, 0.1, 0.3], [0.1, 0.0, -0.1], [-0.2, 0.0, 0.0], [0.0, -0.2, 0.2], [0.0, 0.0, 0.0], [0.0, 0.0, 0.0], [0.0, 0.0, 0.0], [0.0, 0.0, 0.0], [0.0, 0.0, 0.0], [0.1, -0.1, 0.0], [-0.1, 0.1, 0.0], [0.0, -0.2, -0.1], [0.0, 0.1, -0.1], [-0.1, -0.1, 0.0], [0.1, -0.1, -0.3], [-0.1, 0.2, 0.0], [0.0, 0.0, 0.1], [0.0, -0.1, -0.1], [0.0, 0.0, 0.0], [0.0, 0.0, 0.0], [0.0, 0.0, 0.0], [0.2, 0.1, 0.0], [-0.3, -0.3, -1.3]],
  "mulliken_charge": [-1.258, -0.552, 0.243, -0.590, -0.564, -0.183, -0.855, 0.415, -1.317, -0.372, -0.420, 0.344, 0.288, 0.386, 0.369, 0.234, 0.313, 0.269, 0.434, -0.130, 0.235, -0.031, 0.482, 0.451, 0.267, 0.443, 0.409, 0.386, 0.396, 1.911],
  "s2": 9.72,
  "total_energy_ha": -1728.90846,
  "homo_lumo_gap_ha": [0.2989, 0.2218],
  "multiplicity": 6,
  "largest_force_ev_per_a": 1.6,
  "total_charge": 2
}

---

# 4
{
  "formula": "C6H15NO",
  "method": "the ωB97M-V functional and the def2-TZVPD basis",
  "symbols": ["C", "O", "C", "C", "C", "C", "C", "N", "H", "H", "H", "H", "H", "H", "H", "H", "H", "H", "H", "H", "H", "H", "H"],
  "coordinates": [[0.86802, 0.69179, 2.69484], [-0.16848, 0.67117, 1.76155], [0.14341, 0.28633, 0.26778], [0.57674, 1.55525, -0.45734], [1.18088, -0.81268, 0.13631], [-1.25704, -0.15547, -0.03426], [-1.44189, -0.39267, -1.63500], [-0.85589, -1.62882, -2.08389], [1.29715, -0.31105, 2.84446], [1.67816, 1.37502, 2.40432], [0.43951, 1.01276, 3.64806], [-0.22574, 2.28960, -0.47714], [1.42724, 1.99333, 0.06179], [0.87258, 1.32428, -1.47726], [1.19708, -1.49283, 0.98557], [2.20141, -0.44026, 0.05640], [0.99953, -1.44770, -0.72494], [-1.47730, -1.09222, 0.47643], [-1.96905, 0.61801, 0.24841], [-2.53220, -0.37454, -1.78254], [-1.03563, 0.43380, -2.21785], [-0.66128, -1.66816, -3.07629], [-1.25722, -2.43495, -1.61940]],
  "atomic_forces_ev_per_a": [[0.4, -0.3, -0.2], [0.5, -0.3, -1.7], [-0.4, 0.7, 2.6], [-0.2, -0.2, 0.4], [0.5, -0.3, 0.5], [0.1, -0.4, -3.4], [-0.9, 0.2, 1.7], [0.6, 0.1, 0.3], [0.1, 0.2, 0.0], [0.0, 0.0, 0.1], [0.1, 0.1, -0.1], [-0.1, 0.0, 0.0], [0.1, 0.0, 0.0], [0.1, 0.0, -0.1], [-0.3, 0.0, 0.2], [0.0, 0.3, 0.0], [-0.2, 0.3, -0.2], [-0.1, 0.0, 0.1], [0.1, -0.1, 0.2], [0.0, 0.1, -0.2], [0.1, 0.0, 0.2], [-0.4, -0.5, 0.3], [0.1, 0.0, -0.7]],
  "mulliken_charge": [-0.705, -0.399, 1.733, -1.754, -1.701, -1.065, -0.671, -0.444, 0.257, 0.259, 0.260, 0.340, 0.419, 0.432, 0.416, 0.331, 0.450, 0.365, 0.397, 0.301, 0.418, 0.172, 0.190],
  "total_energy_ha": -367.56323,
  "homo_lumo_gap_ha": 0.3571,
  "relative_energy_kcal_mol": 42.7,
  "largest_force_ev_per_a": 3.4,
  "smiles": "COC(C)(C)CCN"
}

---

# 5
{
  "formula": "C4H8O",
  "method": "the ωB97M-V functional and the def2-TZVPD basis",
  "symbols": ["C", "C", "C", "C", "O", "H", "H", "H", "H", "H", "H", "H", "H"],
  "coordinates": [[1.00372, 0.92303, 0.08769], [0.73888, -0.05003, 1.21799], [-0.05235, -0.09229, -0.01250], [-1.49455, -0.00793, -0.28412], [0.72101, -1.66345, -1.17199], [0.69225, 1.95609, 0.18351], [1.91236, 0.78956, -0.47636], [1.46989, -0.82329, 1.38645], [0.24158, 0.29310, 2.11651], [-1.69565, 0.13916, -1.34266], [-1.88727, 0.85622, 0.25988], [-2.01352, -0.90007, 0.06184], [0.36366, -1.42009, -2.02625]],
  "atomic_forces_ev_per_a": [[-0.4, 0.0, -0.2], [-0.6, 0.0, -0.1], [-0.2, 1.0, 1.0], [0.2, 0.2, 0.3], [1.2, -1.8, -0.4], [0.1, 0.2, 0.1], [0.3, 0.0, -0.1], [0.2, -0.2, 0.1], [0.1, 0.2, 0.2], [-0.1, 0.0, -0.1], [-0.4, 0.1, 0.0], [-0.1, 0.0, 0.0], [-0.4, 0.2, -0.8]],
  "mulliken_charge": [-0.679, -0.656, 0.653, -1.229, -0.332, 0.254, 0.223, 0.215, 0.257, 0.331, 0.346, 0.279, 0.340],
  "s2": 2.01,
  "total_energy_ha": -232.21477,
  "homo_lumo_gap_ha": [0.2613, 0.2800],
  "multiplicity": 3,
  "relative_energy_kcal_mol": 34.7,
  "largest_force_ev_per_a": 2.2
}

---

# 6
{
  "formula": "C2H15N2O3",
  "method": "the ωB97M-V functional and the def2-TZVPD basis",
  "symbols": ["N", "C", "C", "N", "H", "H", "H", "H", "H", "H", "H", "H", "H", "H", "H", "O", "H", "H", "O", "H", "H", "O"],
  "coordinates": [[-0.02169, -0.43977, -0.35871], [0.71888, 0.04246, -1.52733], [0.78045, 1.51488, -1.63631], [2.10367, 1.92181, -1.08267], [0.12873, -1.38326, -0.03406], [0.19659, 0.25959, 0.38623], [-1.06112, -0.31640, -0.44125], [1.71392, -0.41480, -1.33661], [0.23606, -0.29032, -2.39756], [0.58436, 2.09568, -2.57109], [0.04370, 2.03032, -0.96230], [1.90551, 2.60594, -0.35149], [2.91183, 1.98143, -1.60311], [1.07312, -2.31508, 3.03366], [0.14829, -2.97319, 2.51017], [0.22705, -2.05277, 2.63033], [-1.62048, 1.03396, 3.14141], [-0.43092, 0.35446, 3.34384], [-0.72620, 1.11198, 2.75944], [-3.59292, -1.51571, -0.69568], [-2.65465, -1.58848, -1.87283], [-2.66417, -1.66273, -0.93407]],
  "atomic_forces_ev_per_a": [[-2.2, 2.6, 1.5], [0.8, -1.5, -0.6], [1.6, 3.3, 1.2], [-3.7, 0.1, 2.8], [0.4, -0.3, 0.1], [0.1, -1.0, 0.2], [0.7, -0.6, -0.2], [-0.5, 0.6, -1.0], [-0.4, -1.3, -1.2], [0.0, -1.6, 0.0], [0.3, -0.7, -0.3], [1.2, -0.1, -0.7], [1.5, 0.5, -1.5], [0.7, 1.9, 0.6], [-2.3, -2.3, -1.2], [1.5, 0.4, 0.5], [-0.2, 1.0, -0.8], [0.8, 1.0, -1.2], [-0.5, -2.1, 1.7], [0.3, -0.1, 0.1], [-0.1, -0.1, -1.3], [-0.1, 0.3, 1.2]],
  "mulliken_charge": [-0.289, -0.432, -0.617, -0.466, 0.330, 0.324, 0.364, 0.391, 0.294, 0.351, 0.365, 0.203, 0.171, 0.329, 0.296, -0.605, 0.330, 0.314, -0.646, 0.338, 0.326, -0.670],
  "total_energy_ha": -420.14571,
  "homo_lumo_gap_ha": 0.3626,
  "relative_energy_kcal_mol": 42.4,
  "largest_force_ev_per_a": 4.6,
  "total_charge": 1
}